28
Properties=species:S:1:pos:R:3:lowdin_charge:R:1 method="wB97M-V/def2-TZVPD" energy_ev=-17105.27781 total_charge=+1 homo_energy_ev=-11.962 relative_energy_kcal_mol=77.3
H 1.865 -1.031 1.910 0.1324
N 1.604 -0.572 0.988 0.1563
C 2.531 0.177 0.529 -0.3906
C 3.943 0.345 1.143 0.0099
N 2.282 0.658 -0.785 0.0937
O 0.872 0.722 -1.039 -0.0582
C 0.112 -0.353 -0.747 -0.2426
C 0.655 -1.632 -1.303 -0.0246
C -1.218 -0.106 -0.377 -0.0819
C -2.000 -1.304 -0.160 -0.0054
C -3.120 -1.255 0.537 -0.0763
C -3.775 -0.035 0.674 -0.0257
C -3.147 1.144 0.373 -0.0148
C -1.847 1.162 -0.088 -0.2513
N -1.243 2.235 -0.532 0.1955
H 4.195 1.412 1.339 0.0919
H 4.747 -0.003 0.302 0.1508
H 3.963 -0.236 1.995 0.0378
H 2.705 1.560 -1.146 0.1904
H 1.582 -1.443 -1.914 0.1164
H -0.080 -2.052 -2.106 0.1400
H 0.645 -2.513 -0.671 0.0886
H -1.267 -2.139 -0.224 0.1211
H -3.618 -2.153 0.903 0.1266
H -4.691 0.015 1.254 0.1279
H -3.713 2.134 0.359 0.1526
H -1.708 3.128 -0.419 0.1390
H -0.274 2.135 -0.793 0.1005


60
Properties=species:S:1:pos:R:3:lowdin_charge:R:1 method="wB97M-V/def2-TZVPD" energy_ev=-66357.78128 total_charge=-1 homo_energy_ev=-8.027 relative_energy_kcal_mol=0.0
Cl 13.247 -30.876 -25.532 0.5983
O 14.088 -30.781 -26.726 -0.3864
O 12.110 -30.022 -25.745 -0.3403
O 12.968 -32.217 -25.263 -0.3374
O 14.093 -30.456 -24.465 -0.3712
C 13.955 -26.808 -26.755 -0.0633
C 13.286 -27.396 -28.052 -0.1558
O 12.062 -26.783 -28.054 0.0580
C 12.094 -25.644 -27.242 -0.5310
O 11.182 -24.836 -27.123 0.1180
O 13.112 -25.687 -26.434 0.0824
H 14.866 -26.382 -27.173 0.1212
H 14.158 -27.510 -25.947 0.1208
H 13.337 -28.483 -28.100 0.1127
H 13.865 -26.996 -28.884 0.1136
C 11.822 -31.858 -21.811 -0.1205
C 10.766 -31.037 -22.592 -0.1034
O 9.541 -31.477 -21.991 0.0313
C 9.748 -32.297 -20.884 -0.4855
O 8.903 -32.572 -20.044 0.1261
O 11.055 -32.641 -20.933 0.0470
H 12.560 -31.241 -21.298 0.1326
H 12.282 -32.535 -22.531 0.1102
H 10.805 -31.241 -23.662 0.1052
H 10.941 -29.969 -22.460 0.1297
C 14.749 -30.871 -31.453 -0.1078
C 14.773 -30.418 -30.023 -0.1228
O 14.642 -29.028 -30.151 0.0628
C 14.140 -28.743 -31.320 -0.5999
O 13.972 -27.575 -31.678 0.1145
O 14.056 -29.807 -32.078 0.0962
H 14.220 -31.823 -31.509 0.1336
H 15.705 -31.018 -31.957 0.1345
H 15.724 -30.684 -29.562 0.1387
H 14.042 -30.786 -29.302 0.1225
C 16.021 -33.597 -24.128 -0.1359
C 15.409 -33.367 -22.849 -0.1011
O 16.407 -33.891 -21.988 0.1331
C 17.279 -34.533 -22.579 -0.7280
O 18.184 -35.158 -22.051 0.1195
O 17.231 -34.205 -23.801 0.1245
H 16.070 -32.693 -24.735 0.1402
H 15.475 -34.355 -24.690 0.1420
H 14.567 -34.058 -22.812 0.1396
H 15.147 -32.360 -22.524 0.1394
O 9.273 -30.021 -27.036 -0.0544
H 10.204 -29.820 -26.942 -0.0082
H 9.080 -30.610 -26.307 0.0228
O 10.490 -34.121 -27.243 -0.0515
H 11.107 -33.511 -26.838 0.0081
H 10.869 -34.311 -28.101 0.0261
C 17.385 -28.650 -23.746 -0.0662
C 16.692 -27.361 -23.140 -0.2602
O 17.832 -26.561 -22.688 -0.1153
H 16.654 -29.211 -24.328 0.0532
H 17.826 -29.232 -22.937 0.0679
H 18.270 -28.275 -24.260 0.0603
H 16.182 -27.640 -22.218 0.0970
H 15.879 -26.852 -23.657 0.0963
H 18.161 -26.124 -23.477 0.0663


76
Properties=species:S:1:pos:R:3:mulliken_spin:R:1 method="wB97M-V/def2-TZVPD" energy_ev=-144783.47135 spin_multiplicity=5 total_charge=+2 s_squared=6.04 homo_energy_ev="-13.148 / -13.187" relative_energy_kcal_mol=63.4
Os -0.194 -1.623 -0.657 1.3652
N 1.606 -3.056 3.056 0.0232
C 0.830 -2.448 2.197 0.4756
S 1.216 -3.337 -0.457 1.2407
N -0.438 -2.545 2.123 0.2943
N -1.149 -2.065 1.110 0.0280
C -2.434 -1.883 1.288 -0.0252
C -3.361 -1.627 0.238 0.0277
C -4.639 -1.130 0.547 -0.0307
C -5.628 -1.052 -0.404 0.0629
C -5.389 -1.571 -1.683 -0.0047
C -4.163 -2.087 -2.019 0.0404
C -3.072 -2.068 -1.109 0.0917
O -1.912 -2.453 -1.500 0.1943
H 2.578 -2.796 3.144 0.0021
H 1.263 -3.801 3.655 0.0199
H -2.828 -2.023 2.293 -0.0152
H -4.825 -0.793 1.557 -0.0005
H -6.594 -0.639 -0.159 0.0009
H -6.180 -1.558 -2.420 0.0012
H -3.976 -2.505 -2.998 0.0001
Cl 3.907 0.782 -3.856 0.0003
C 2.490 -0.179 -3.839 -0.0163
C 1.909 -0.656 -5.012 0.0005
C 0.779 -1.446 -4.898 -0.0072
C 0.246 -1.708 -3.645 0.0015
N 0.794 -1.230 -2.527 -0.0247
C 1.903 -0.499 -2.621 -0.0334
H 2.337 -0.423 -5.975 -0.0002
H 0.309 -1.859 -5.776 0.0006
H -0.642 -2.315 -3.528 0.0059
H 2.360 -0.137 -1.705 0.0211
C 0.232 0.945 5.140 0.0048
C -0.694 0.978 4.109 0.0084
C -0.322 0.582 2.835 0.0259
C 0.981 0.167 2.589 0.0009
C 1.910 0.140 3.622 0.0214
C 1.533 0.536 4.895 -0.0009
As 1.448 -0.470 0.786 0.1790
C 1.834 1.398 0.206 0.0346
C 0.930 2.405 -0.055 -0.0018
C 1.389 3.683 -0.339 0.0053
C 2.750 3.940 -0.332 -0.0046
C 3.659 2.940 -0.035 0.0056
C 3.214 1.652 0.250 0.0166
C 4.058 0.492 0.551 -0.0189
C 5.449 0.489 0.556 0.0006
C 6.140 -0.693 0.770 0.0002
C 5.455 -1.883 0.961 0.0131
C 4.067 -1.895 0.983 0.0101
C 3.367 -0.712 0.803 -0.0289
H -0.059 1.239 6.136 0.0001
H -1.702 1.311 4.304 0.0000
H -1.044 0.597 2.022 -0.0101
H 2.928 -0.183 3.417 -0.0007
H 2.256 0.521 5.696 -0.0002
H -0.133 2.200 -0.064 -0.0047
H 0.683 4.467 -0.565 0.0000
H 3.103 4.935 -0.555 0.0001
H 4.714 3.163 -0.024 0.0003
H 6.000 1.400 0.379 -0.0001
H 7.220 -0.688 0.766 0.0001
H 6.004 -2.805 1.080 0.0002
H 3.528 -2.829 1.096 -0.0071
S -1.366 0.608 -1.721 0.0126
C -2.849 1.376 -1.428 0.0011
N -3.786 1.305 -2.409 0.0023
C -4.955 1.969 -2.365 -0.0037
C -5.253 2.770 -1.299 -0.0001
C -4.328 2.861 -0.248 -0.0010
C -3.150 2.161 -0.303 -0.0001
H -3.555 0.756 -3.232 0.0020
H -5.627 1.838 -3.197 -0.0009
H -6.172 3.329 -1.281 0.0002
H -4.536 3.501 0.593 0.0001
H -2.420 2.236 0.487 -0.0015


16
Properties=species:S:1:pos:R:3:lowdin_charge:R:1 method="wB97M-V/def2-TZVPD" energy_ev=-37156.13960 total_charge=-2 homo_energy_ev=-0.526 relative_energy_kcal_mol=0.0
C -1.554 0.096 0.038 -0.5134
C -0.568 -0.735 0.209 -0.3326
C -3.136 -0.508 -0.099 -0.7141
C 2.577 -0.132 0.957 -0.6785
C 1.614 0.532 0.181 -0.4951
O -3.286 -1.666 -0.394 -0.0135
O 3.138 -1.270 0.420 -0.0333
O -3.917 0.398 0.301 -0.1493
O 2.674 0.210 2.182 -0.0870
O -0.024 -1.786 0.256 0.0650
S -1.516 1.847 -0.115 0.7155
S 1.894 0.466 -1.645 0.6321
H 1.628 1.547 0.383 -0.0004
H 2.522 -1.563 -0.322 0.0709
H -2.764 1.938 -0.296 -0.2122
H 0.717 0.626 -2.057 -0.2541


185
Properties=species:S:1:pos:R:3:mulliken_spin:R:1 method="wB97M-V/def2-TZVPD" energy_ev=-183955.11739 spin_multiplicity=2 total_charge=-2 s_squared=0.76 homo_energy_ev="0.678 / -5.093"
N 1.245 1.124 2.979 0.0030
H 0.834 1.043 3.898 -0.0001
H 2.240 0.953 2.941 0.0018
H 1.145 2.110 2.787 0.0128
H 0.793 0.635 2.219 -0.0678
C 2.409 0.021 6.178 0.0010
F 3.103 0.965 5.489 0.0001
F 2.186 -1.044 5.419 -0.0016
F 3.117 -0.350 7.229 0.0002
S 0.740 0.719 6.859 -0.0003
O 0.183 -0.412 7.565 0.0000
O 1.184 1.908 7.694 0.0000
N -0.020 1.186 5.350 0.0005
S -1.506 0.981 5.792 -0.0041
O -2.060 -0.368 5.489 -0.0005
O -1.858 1.587 7.056 0.0003
C -2.398 2.124 4.504 0.0172
F -2.269 1.571 3.315 -0.0114
F -3.682 2.180 4.762 -0.0011
F -1.922 3.302 4.569 -0.0007
C -1.561 1.900 -0.137 0.3019
F -1.109 2.847 0.636 -0.0353
F -2.491 1.238 0.498 -0.0415
F -2.127 2.467 -1.246 -0.0521
S -0.224 0.578 -0.718 0.4028
O -0.879 -0.208 -1.732 -0.0378
O 0.903 1.330 -1.342 -0.0298
N 0.200 -0.129 0.813 0.1919
S -0.157 -1.579 0.618 0.1272
O -1.564 -1.860 0.635 -0.0249
O 0.674 -2.215 -0.388 0.0119
C 0.434 -2.338 2.308 0.0951
F 0.131 -1.524 3.300 -0.0183
F -0.101 -3.570 2.511 0.0020
F 1.769 -2.496 2.285 0.0056
C 0.080 6.717 -3.172 0.0010
O 1.223 7.212 -2.969 0.0000
N -0.637 6.179 -2.185 -0.0098
C -1.889 5.514 -2.607 -0.0070
C -0.236 6.215 -0.780 0.0012
H -0.404 6.802 -4.158 0.0005
H -2.729 6.068 -2.189 0.0035
H -1.850 4.541 -2.116 0.0322
H -1.948 5.312 -3.676 -0.0005
H -0.183 5.167 -0.485 0.0091
H 0.711 6.739 -0.657 0.0004
H -1.039 6.660 -0.192 0.0055
C 4.743 -0.208 2.692 0.0021
O 3.875 0.666 2.730 -0.0018
N 4.857 -1.013 1.669 0.0008
C 5.733 -2.238 1.713 0.0003
C 4.113 -0.724 0.421 -0.0179
H 5.395 -0.502 3.529 0.0005
H 5.105 -3.094 1.462 0.0005
H 6.171 -2.518 2.672 -0.0002
H 6.491 -2.163 0.934 -0.0001
H 3.367 -1.496 0.234 0.0073
H 3.563 0.216 0.395 0.0103
H 4.775 -0.714 -0.444 -0.0001
C 5.328 -5.244 5.275 0.0000
O 6.014 -6.012 5.817 0.0000
N 4.001 -5.130 5.424 -0.0004
C 3.260 -4.158 4.629 -0.0013
C 3.221 -6.182 6.106 0.0004
H 5.729 -4.437 4.643 0.0001
H 2.553 -4.665 3.972 0.0020
H 3.902 -3.557 3.985 0.0013
H 2.590 -3.524 5.209 -0.0013
H 2.804 -6.967 5.475 0.0000
H 3.699 -6.640 6.972 0.0000
H 2.347 -5.657 6.493 0.0001
C 1.892 -7.237 -0.067 0.0002
O 1.973 -8.426 0.341 -0.0002
N 2.825 -6.263 -0.010 -0.0003
C 2.641 -5.023 -0.775 0.0087
C 4.057 -6.477 0.690 0.0000
H 0.967 -6.802 -0.477 0.0002
H 3.016 -4.164 -0.219 -0.0029
H 1.593 -4.938 -1.060 -0.0036
H 3.286 -5.104 -1.650 0.0000
H 4.947 -6.375 0.069 -0.0001
H 4.149 -5.726 1.474 0.0003
H 4.069 -7.424 1.230 -0.0001
C 0.930 1.028 -5.093 0.0034
O 1.395 0.260 -5.940 0.0015
N 1.164 2.326 -5.097 0.0001
C 0.702 3.214 -4.037 0.0108
C 2.117 3.011 -6.008 0.0009
H 0.261 0.675 -4.293 0.0006
H -0.181 2.860 -3.506 0.0047
H 0.548 4.248 -4.347 0.0007
H 1.437 3.314 -3.238 -0.0097
H 1.711 3.942 -6.405 -0.0002
H 3.064 3.270 -5.535 0.0000
H 2.284 2.314 -6.829 0.0001
C 4.021 3.272 -1.597 0.0146
O 4.930 2.967 -2.379 0.0006
N 3.945 4.503 -1.014 -0.0017
C 2.755 4.862 -0.215 -0.0136
C 4.798 5.603 -1.460 0.0002
H 3.274 2.602 -1.144 -0.0086
H 3.057 5.498 0.618 -0.0038
H 2.290 3.975 0.214 0.0145
H 2.036 5.471 -0.763 0.0017
H 4.298 6.215 -2.211 -0.0001
H 5.092 6.276 -0.655 -0.0001
H 5.722 5.192 -1.867 0.0002
C -4.953 4.109 -2.870 0.0019
C -4.623 3.746 -4.251 -0.0037
O -4.103 4.578 -5.006 -0.0006
C -4.936 2.419 -4.785 0.0007
H -5.589 3.407 -2.331 -0.0005
H -5.409 5.056 -2.583 -0.0009
H -3.991 4.127 -2.356 0.0054
H -5.127 1.711 -3.979 -0.0004
H -4.165 2.130 -5.499 0.0004
H -5.858 2.475 -5.365 -0.0003
C -4.547 -0.268 -1.678 -0.0005
C -5.945 -0.592 -2.123 0.0006
O -6.361 -0.288 -3.281 0.0002
C -6.831 -1.422 -1.151 0.0000
H -4.472 0.355 -0.786 0.0015
H -3.866 0.164 -2.411 -0.0028
H -4.048 -1.208 -1.441 0.0009
H -6.477 -2.453 -1.126 0.0000
H -7.767 -1.359 -1.707 0.0000
H -6.861 -0.988 -0.152 0.0001
C -3.922 -3.541 1.306 0.0023
C -4.467 -2.255 2.027 -0.0006
O -5.477 -1.657 1.598 0.0000
C -3.626 -1.716 3.201 0.0006
H -3.884 -3.281 0.248 -0.0009
H -4.679 -4.311 1.452 0.0000
H -2.973 -3.879 1.722 0.0030
H -3.876 -2.332 4.065 0.0001
H -3.958 -0.683 3.299 0.0001
H -2.585 -1.636 2.888 0.0052
C -3.827 5.076 0.588 0.0178
C -3.485 5.390 2.058 -0.0046
O -4.368 5.254 2.898 -0.0032
C -2.087 5.656 2.378 0.0089
H -4.900 5.243 0.496 0.0005
H -3.563 4.054 0.315 0.0252
H -3.312 5.742 -0.105 -0.0037
H -1.401 5.061 1.776 0.0150
H -1.902 5.367 3.413 -0.0030
H -1.873 6.721 2.294 -0.0027
C 3.741 -0.384 -3.100 0.0008
C 5.092 0.008 -3.754 0.0005
O 6.090 -0.417 -3.211 0.0001
C 5.191 0.820 -5.051 0.0000
H 3.554 0.440 -2.412 0.0019
H 3.791 -1.304 -2.517 -0.0001
H 2.921 -0.292 -3.812 0.0034
H 4.292 0.811 -5.667 0.0001
H 5.962 0.301 -5.621 0.0000
H 5.473 1.829 -4.751 0.0000
C -1.331 -2.773 -7.044 0.0006
C -1.715 -2.036 -5.783 -0.0003
O -2.794 -1.464 -5.583 0.0000
C -0.768 -2.171 -4.681 -0.0032
H -0.468 -2.374 -7.577 0.0000
H -2.302 -2.685 -7.531 0.0000
H -1.257 -3.810 -6.717 -0.0002
H -0.988 -1.337 -4.015 0.0125
H 0.229 -2.105 -5.116 -0.0015
H -0.964 -3.126 -4.193 -0.0012
C -5.405 1.589 1.578 0.0057
C -6.164 1.130 2.773 0.0006
N -6.755 0.734 3.721 0.0001
H -5.408 0.756 0.876 -0.0046
H -4.382 1.811 1.884 0.0064
H -5.832 2.524 1.216 0.0027
C 0.314 -6.458 3.468 -0.0009
C -1.140 -6.198 3.450 0.0033
N -2.308 -6.053 3.421 -0.0006
H 0.661 -6.194 4.468 -0.0011
H 0.810 -5.884 2.685 0.0041
H 0.493 -7.518 3.293 -0.0002
C -1.448 -4.504 -1.790 -0.0031
C -2.911 -4.462 -2.089 0.0003
N -4.039 -4.453 -2.412 0.0001
H -0.998 -3.569 -2.125 0.0024
H -0.967 -5.329 -2.315 0.0003
H -1.338 -4.606 -0.710 0.0032


53
Properties=species:S:1:pos:R:3:lowdin_charge:R:1 method="wB97M-V/def2-TZVPD" energy_ev=-142266.43981 homo_energy_ev=-6.509
Zn 1.802 -0.641 -1.714 0.4062
Zn -2.315 -1.419 -0.499 0.4530
S 0.280 -0.022 0.370 0.4160
O 0.908 0.685 1.471 -0.2924
O -1.148 -0.515 0.563 -0.4239
O 0.350 0.706 -0.950 -0.3989
O 1.066 -1.296 0.039 -0.4317
B -3.046 -3.426 -1.017 0.1955
H -1.843 -6.631 6.957 -0.0694
H -1.421 4.542 4.337 -0.1031
H -4.997 -1.087 -4.378 -0.0767
H -5.733 2.551 1.850 0.0559
B 3.355 -1.906 -2.250 0.0778
H 1.145 -6.095 -2.378 0.0355
H 6.033 1.153 -0.098 0.1275
H -1.668 -5.484 -3.698 0.0223
H 5.237 0.982 0.740 0.0895
O 2.155 3.568 0.917 -0.0676
H 1.789 2.879 1.489 0.0254
H 2.198 4.400 1.435 0.0677
O -0.269 0.357 4.587 -0.0688
H -0.077 1.263 4.866 0.0334
H -0.378 0.399 3.628 -0.0047
O 1.252 3.893 -2.239 -0.0468
H 0.534 4.538 -2.106 0.0647
H 1.976 4.190 -1.682 0.0317
O -3.161 -0.337 -1.904 -0.1367
H -3.936 -0.702 -2.312 -0.0207
H -2.868 0.527 -2.315 0.0350
O 1.434 -4.389 1.085 -0.0650
H 1.072 -3.786 0.436 -0.0041
H 2.132 -3.918 1.543 0.0141
O 2.916 1.059 -0.475 -0.1189
H 2.900 2.020 -0.447 0.0303
H 3.766 0.901 -0.039 -0.0509
O 1.913 1.003 -3.257 -0.0735
H 2.684 1.252 -3.792 0.0903
H 1.697 1.790 -2.736 0.0168
O -3.357 1.025 2.396 -0.1187
H -2.605 1.341 1.883 0.0512
H -2.966 0.589 3.180 0.0824
O -3.766 -1.089 0.898 -0.0966
H -3.630 -0.391 1.571 0.0110
H -4.147 -1.834 1.377 0.0870
O 2.965 -1.886 2.866 -0.0656
H 2.315 -1.600 2.198 0.0056
H 2.831 -1.291 3.622 0.0440
O -0.045 -1.146 -2.956 -0.0795
H 0.407 -2.005 -3.119 0.0706
H -0.004 -0.734 -3.826 0.0723
O -2.107 1.930 -2.377 -0.0256
H -1.144 2.034 -2.239 0.0600
H -2.481 2.056 -1.499 0.0666